Here is C18H18O4 in the gas phase from OMol25. Energies are from ωB97M-V/def2-TZVPD.

Last column: Löwdin charge in e.
Positions of all 40 atoms, in Å:
C -5.4209 0.8643 -5.8949  -0.111
C -4.7268 0.5351 -4.6920  -0.254
C -3.3213 0.7638 -4.7904  -0.297
O -2.6810 1.1182 -5.8410  0.038
C -2.1850 0.4372 -3.6703  -0.096
C -2.6870 0.2063 -2.2907  0.035
C -1.7858 0.1496 -1.1941  -0.101
C -0.5852 0.1087 -1.3231  -0.445
C -0.0709 0.5520 -2.5306  0.096
C -0.9201 0.8172 -3.7014  0.023
H -0.6733 1.1425 -4.4281  -0.032
H 0.9637 0.7242 -2.5366  0.107
O 0.4627 0.0025 -0.4950  -0.033
C -0.1668 -0.2704 0.9778  0.009
C 1.1224 -0.5165 1.8324  -0.157
C 1.0136 -0.0874 3.2701  -0.008
C 2.1250 -0.2407 3.9542  -0.122
C 3.3523 -0.5092 3.5742  -0.137
C 3.3012 -0.8291 2.1762  -0.028
C 2.3531 -0.5650 1.4138  -0.133
H 2.5246 -0.9069 0.3057  0.179
H 4.4425 -0.8531 1.9916  0.165
C 4.3926 -0.6546 4.5264  -0.425
O 5.5935 -0.7933 4.1524  0.053
O 4.0529 -0.7432 5.8154  -0.032
C 5.2150 -0.5850 6.5834  -0.116
H 6.1895 0.1596 6.2487  0.172
H 4.7362 -0.4184 7.6938  0.142
H 5.8070 -1.4772 6.6478  0.058
H 1.9015 -0.0870 5.0958  0.164
H -0.1330 -0.0380 3.6695  0.167
H -0.5299 -1.4217 0.8723  0.181
H -0.8668 0.4316 1.3434  0.101
H -2.2477 -0.3558 -0.3296  0.128
H -3.7690 -0.0411 -2.1618  0.103
H -5.2037 1.1998 -3.6779  0.205
H -4.8019 -0.6831 -4.2871  0.208
H -5.0191 0.3903 -6.6052  0.017
H -5.2753 1.8163 -6.1408  0.054
H -6.4786 0.6575 -5.5544  0.125

## Properties
- Largest force on an atom: 19.08 eV/Å
- E_tot: -27135.424 eV
- ΔE to the lowest compared entry with this formula, charge and spin: 12.857 eV
- Net charge: 0
- Gap between HOMO and LUMO: 8.3 eV